Computed, not measured: a molecular structure, C44H102BMgN5O37, with wB97M-V/def2-TZVPD.

Structure (XYZ):
```
190
Properties=species:S:1:pos:R:3:forces:R:3
H 12.445634 6.988097 1.650051 -0.13 -0.12 0.21
C -5.063714 3.514164 -8.966625 0.98 0.60 -1.28
H -6.983006 -5.302734 -3.012174 0.13 0.17 0.04
H 4.892777 4.818399 12.172448 0.32 0.60 -0.12
H -12.088537 -2.234524 2.551581 0.08 -0.09 0.19
H 11.899089 7.676387 -2.680075 0.38 0.33 0.24
H 11.084144 6.415013 -0.630313 -0.50 -0.16 -0.04
O 3.344050 -10.054477 -4.703197 1.65 0.30 -0.21
O 2.409084 1.446836 3.163377 -0.98 -0.13 -1.12
H -4.998454 -6.735974 -0.347997 0.36 -0.09 0.42
H -0.816361 7.193005 -0.066597 -0.22 -0.08 0.42
O -11.662122 0.851846 -1.139692 1.15 1.01 0.56
C 7.409870 -2.706742 -3.097589 1.57 0.32 0.93
C 1.862986 1.297953 2.096727 0.07 -0.95 0.30
H -4.672295 2.519289 -8.754220 0.05 -0.02 -0.07
H -11.031294 1.043917 0.859160 -0.27 0.23 0.06
O 3.364669 2.583355 0.539999 -1.75 -1.36 0.58
C 9.869528 2.536977 6.155636 -0.06 0.01 1.22
H -4.434002 4.279544 -8.513017 0.59 -0.12 -0.13
H -0.864228 1.192450 15.549884 0.44 -0.56 -0.21
O 1.549674 1.458756 -0.201864 -0.61 -0.50 -0.23
O 0.764523 0.513396 1.827825 1.59 1.18 -0.39
C -5.429001 -2.036577 5.316841 -0.32 0.84 0.30
H -1.762840 2.378407 14.738164 0.06 0.35 -0.27
C -0.695715 8.841693 -1.371763 -0.33 0.29 -0.29
H 6.164104 -2.859377 6.128233 -0.15 0.05 0.21
N 3.136660 2.829949 -6.116727 -3.63 -0.95 -0.49
C 8.796555 -4.178650 -5.171159 -0.03 -0.80 -0.90
O 10.355192 0.285422 5.945552 0.42 0.47 0.24
C 6.055036 -3.738293 6.763621 -0.27 1.00 0.65
C 12.109899 6.332106 -0.989564 -1.11 -0.12 -0.92
C 12.087701 6.617204 -2.505003 -0.57 0.21 0.73
H -3.856496 -4.052238 4.874102 -0.63 0.07 -0.21
H 9.548651 2.854713 5.163584 0.50 0.02 0.08
C -10.791815 0.480325 -0.042577 -0.26 -0.77 0.03
H 9.418186 -1.389502 -1.868181 0.22 -0.08 -0.32
O 13.241671 6.160753 -3.148317 1.39 1.03 -0.98
O -2.993105 -7.445998 -7.322636 0.91 1.73 -0.20
H -3.063811 3.515316 -13.092817 -0.35 -0.24 -0.33
H -11.007460 2.256250 -2.574748 -0.09 0.07 0.08
H -2.868034 -2.926704 5.770269 0.25 0.11 -0.14
H 4.167742 4.657687 -5.681946 -0.33 -0.18 -0.43
O -2.526774 -0.257382 -1.123004 2.80 0.22 0.74
H -5.866039 5.663672 -12.174307 -0.04 -0.13 0.08
C -4.969116 6.223583 -12.439101 0.07 -1.65 -0.29
B 0.540382 0.492946 0.338595 -0.07 1.13 1.47
H -4.357249 -10.836912 -4.803749 0.10 0.02 0.05
H -4.346368 -10.099069 -0.179506 0.17 -0.23 0.50
H 0.457973 0.828968 13.333562 0.08 -0.54 0.15
O -0.897334 0.803506 0.070575 0.71 -0.74 -1.08
H -5.161029 -11.285411 -6.280913 -0.01 0.27 -0.42
H 12.399182 5.296850 -0.808833 0.54 -0.07 0.06
H -2.732268 -9.956716 -0.821699 0.03 0.63 -0.43
O -4.160943 -8.395912 -1.235897 0.56 -0.13 -1.47
H -0.654552 9.593181 -0.583296 -0.45 -0.10 0.14
H -2.326409 8.499670 -3.799111 0.15 -0.26 -0.38
C -3.548043 -9.384493 -0.379933 -1.43 0.52 0.36
H 14.006813 8.131601 -3.666646 -0.01 -0.15 0.78
H 4.485045 4.669408 10.454289 -0.09 -0.29 0.23
H 4.881146 3.505000 -6.901136 0.25 0.20 0.27
C -5.298606 -7.732714 -0.671288 0.16 0.18 0.34
H 7.910189 -1.996778 -3.756168 0.39 -0.19 -0.52
C -1.327724 8.935126 -3.766203 0.66 -0.29 0.83
O 0.726056 -0.834536 -0.214839 1.09 -1.12 -0.52
H -6.024281 -0.541967 6.796012 0.54 -0.08 0.28
H 0.352286 8.558179 -1.468724 0.24 -0.18 -0.69
C 13.289599 7.059365 0.963939 0.02 0.63 0.68
H -7.612575 -6.711393 -3.824517 -0.19 -0.27 0.11
N 10.824128 1.401765 6.082822 1.10 -0.32 -1.05
O -5.131563 3.765130 -10.430524 -0.31 -0.54 0.84
H -10.167807 -1.306790 1.056346 -0.22 -0.17 0.30
C -10.966553 -1.035390 0.366096 -1.43 2.43 -1.76
H -9.485618 -1.688407 7.258022 0.74 -0.86 0.02
H 6.361487 -3.596048 -4.718593 -0.36 0.30 -0.10
H -0.517368 8.219215 -3.903728 -0.21 -0.74 0.34
H 13.968659 6.227678 1.151770 -0.15 -0.54 -0.62
O -12.309250 -1.096005 0.845302 1.12 -0.78 0.50
O 6.425085 6.167746 10.415831 -1.95 0.92 0.44
C -1.434441 7.563390 -0.884449 0.05 1.59 -0.74
H 13.270443 7.288973 -4.948849 -0.35 -0.35 -0.14
H 14.837512 6.764051 -4.401697 -0.12 -0.37 0.41
O 12.033835 1.680417 6.078920 -1.77 -0.49 0.19
H 5.045791 -4.134076 6.650176 0.22 -0.10 0.08
C -3.748732 -3.564800 5.843067 0.93 0.02 0.53
O -4.823700 -2.811014 6.328731 -0.42 0.04 0.11
O 7.021646 -3.837553 8.936534 -1.73 0.49 -1.57
H 0.692871 1.364142 10.896150 0.31 -0.04 -0.03
H 8.295285 -1.857335 -0.618379 -0.12 0.37 0.20
N 2.173233 -10.316097 -4.741610 0.12 0.04 0.63
H -3.556032 6.087720 -0.209753 -0.35 -0.22 -0.20
H -5.980174 3.660074 -8.394864 -0.63 -0.21 -1.04
C -0.532999 1.282466 13.353882 0.46 0.04 -0.73
C 13.868689 7.121836 -4.053163 -0.67 -0.40 0.02
H 1.041254 1.829038 16.539852 0.42 -0.42 -0.04
H -6.661491 -0.164378 5.269342 -0.13 -0.26 -0.74
O 5.662546 -2.158905 8.626993 0.72 -3.18 -1.98
H -3.016054 6.783372 1.253768 1.02 0.31 0.14
H -1.400251 6.807554 -1.669082 -0.33 -0.23 -0.13
C -3.986546 3.869328 -12.633119 -0.66 2.66 0.97
H -1.119854 9.564777 -4.631324 -0.56 0.80 0.38
H -0.339120 2.569087 10.182521 -0.55 0.20 0.58
H 1.917267 3.299379 16.056911 -0.51 0.41 0.40
H 6.123920 -4.432169 -3.207444 0.51 -0.48 0.06
O -1.188907 9.608372 -2.508995 0.39 -0.61 0.29
H -3.854215 2.312638 -11.281415 0.09 -0.33 0.49
H 10.412774 3.255795 6.769054 -0.32 0.43 -0.56
H 9.565771 -4.865877 -5.523492 -0.12 -0.49 0.46
C 9.035630 -2.248164 -1.316410 -1.59 0.44 0.05
H -13.643273 -2.236469 1.683248 0.01 -0.56 0.28
H -4.469079 -10.240350 -8.252732 -0.13 -0.03 0.07
H -5.927941 -2.747116 4.657838 -0.26 0.33 -0.42
H -2.319216 -5.345559 -7.220551 0.07 -0.72 0.69
C 6.875426 -3.931262 -3.817709 0.13 0.27 -0.87
O 8.350676 -3.199298 -2.135094 0.72 -0.16 0.15
N 6.199991 -3.236217 8.219963 1.51 1.82 2.06
H -4.920400 3.611730 -13.132784 0.15 -0.69 -0.10
H -4.685036 -1.448160 4.779834 0.29 -0.10 -0.27
O -2.756335 7.927554 -0.519148 0.69 0.91 -0.11
H -12.526763 2.656703 -1.650004 -0.11 -0.25 -0.60
H -5.640140 -8.331136 0.173305 -0.21 0.20 0.14
O -7.552475 -1.762208 6.285881 -2.16 -0.67 -0.03
N 5.271507 6.473624 10.780830 1.90 0.89 0.26
C -12.560320 -2.287210 1.570382 -0.83 0.90 0.25
O 4.775238 7.603267 10.747887 0.77 -1.76 -0.09
H -7.049322 -8.325379 -1.877771 0.24 -0.49 -0.15
C -6.690535 -6.179451 -3.590040 -1.16 0.26 -0.14
H -7.179267 -6.792783 -1.198946 0.46 0.73 0.01
H -3.513071 -4.341446 6.570648 -0.15 0.02 0.07
O 0.171613 2.940880 15.084644 -2.24 0.07 -0.74
H -2.946177 -8.191409 -9.252354 0.16 -0.28 -0.06
H 6.694288 -2.031902 -2.627873 -0.80 -0.55 0.25
O -5.810435 -6.997198 -2.848988 0.00 0.48 -0.05
H -8.212070 -0.539909 7.779869 -0.20 -0.03 0.40
H 4.990305 3.240939 -5.106497 -0.20 -0.53 -0.30
C -3.441253 7.051357 0.286562 -0.61 -1.68 0.81
C 2.387425 1.872076 0.728735 0.90 1.09 -0.04
C -6.428759 -1.019690 5.903678 0.15 -0.58 0.84
H 1.977538 2.085618 14.941813 0.10 -1.14 0.15
C -0.314299 1.779270 10.933301 0.58 -1.02 2.08
H -3.240259 -8.853611 0.520915 0.25 -0.44 0.18
C -1.359196 -0.177139 -0.717293 -3.98 1.11 -0.18
H -12.266283 -3.224865 1.098740 0.09 0.07 -0.45
C -3.944344 3.395245 -11.192295 -1.00 0.38 0.92
O 12.843999 7.298194 -0.335352 1.49 0.49 -0.34
H 8.991060 2.200833 6.706453 0.11 -0.13 -0.13
C 4.391613 3.621186 -5.934201 -0.25 0.26 0.10
H -10.986757 -1.634427 -0.544319 0.70 -0.28 -0.07
H -5.211811 6.793763 -13.335809 0.25 0.23 0.09
H 9.366618 -3.313319 -4.833043 -0.48 0.13 0.61
H 6.858106 -4.433918 6.520122 -0.29 -0.06 0.55
C -2.599704 -6.148102 -7.902725 -0.44 -0.50 -0.88
H -1.318098 0.562532 13.122778 0.03 -0.55 0.39
H -2.727139 -10.310772 -8.172891 0.28 0.07 0.50
O -0.549179 -2.357271 -1.390015 1.18 2.67 1.09
H -1.810954 -6.260279 -8.646633 0.40 -0.37 0.31
C -3.594083 -9.744585 -7.832378 -0.59 1.26 0.72
C -4.208089 -10.941937 -5.878376 0.60 -0.18 0.58
H -6.341447 -5.844629 -4.566834 0.79 -0.20 0.24
H -0.964330 0.930639 10.720227 -0.39 0.21 -0.34
C -0.780536 1.906046 14.730197 0.07 1.43 -0.30
C 1.299132 2.475239 15.700797 1.42 0.15 -0.11
C -0.316541 -1.248793 -0.877107 -1.01 -2.75 -0.68
O 3.230114 1.605346 -6.275293 0.58 2.01 0.43
H 8.266208 -3.942008 -6.093569 -0.24 0.52 -0.11
H 13.879083 7.933653 1.240051 -0.18 0.14 0.05
O 1.367618 -9.385446 -4.741491 -1.61 2.05 -0.16
H -9.739050 0.684589 -0.237621 0.15 -0.03 -0.46
H -4.732355 6.857689 -11.584730 0.28 0.02 -0.16
H -3.428202 -11.682863 -6.054183 -0.17 -0.35 0.05
C 4.483048 5.344390 11.310161 -1.20 -0.34 -1.02
C -6.435375 -7.456973 -1.638923 0.60 -1.27 -0.83
O 7.896354 -4.839394 -4.286999 0.14 1.04 0.76
H 9.810474 -2.656121 -0.667331 0.05 -0.63 -0.65
Mg -2.614323 -7.629429 -4.098099 -0.44 -0.57 -0.37
O -3.875701 5.318891 -12.765473 0.16 0.22 0.25
O -3.730967 -9.695752 -6.363786 -0.31 -0.06 -1.44
H 3.460197 5.693457 11.451685 0.23 -0.02 0.29
H -3.392357 -5.702292 -8.503594 -0.62 -0.26 0.18
H 11.187088 6.165037 -2.920373 -0.04 -0.57 -0.13
O 2.002121 3.405208 -6.196148 3.56 -0.83 0.44
C -11.514936 2.253293 -1.610107 -0.73 -1.26 0.81
O -0.559814 2.234247 12.304218 -0.26 1.40 -1.00
H -4.513173 -7.816320 -8.593104 -0.41 -0.57 0.01
H -9.152771 -0.325890 6.342713 0.41 0.23 -0.70
C -3.557914 -8.284157 -8.354989 0.41 0.37 0.95
C -8.638918 -1.082128 6.936126 0.97 0.92 -0.07
H -4.414253 7.409195 0.623204 -0.13 0.47 -0.81
O 1.740631 -11.435294 -4.713038 -0.67 -2.13 -0.17
H -11.053403 2.958659 -0.919055 0.64 -0.52 0.29
H -3.100684 3.835398 -10.660697 0.38 -0.17 -0.23
```
Forces are in eV/Å.

## Properties
Highest occupied orbital energy (eV): -8.8
Calculated total energy (eV): -136577.8713

Mulliken atomic charge list, values in e, 6 entries: 0.30 -0.73 0.33 0.26 0.28 0.36